Record 1
Here is C25H24Cl3O3SeY as an isolated structure in a non-equilibrium geometry from OMol25. Energies are from ωB97M-V/def2-TZVPD.

As for the energy above the lowest of the compared OMol25 structures with the same formula, charge and spin: 67.4 kJ/mol. For the lowest unoccupied orbital energy, the calculation gives 0.2 eV. As for the spin multiplicity: 1. The value obtained for the gap between HOMO and LUMO is 8.17 eV. The total energy comes out at -136419.222 eV. Its strongest force on any atom is 2.07 eV/A.

Each line ends with the natural charge from an NBO analysis.
Positions of all 57 atoms, in Å:
Y1 0.6298 1.2847 -0.2976  1.98
Cl1 6.5377 5.8146 -0.4509  0.01
C1 4.9718 5.0491 -0.3290  -0.05
C2 4.8814 3.6747 -0.3918  -0.23
C3 3.6248 3.1181 -0.2816  -0.09
Cl2 3.4289 1.3628 -0.4075  0.05
C4 2.4514 3.8367 -0.1037  0.35
O1 1.2917 3.2170 0.0246  -0.89
C5 2.5965 5.2234 -0.0797  -0.09
Cl3 1.1749 6.2091 0.0848  0.03
C6 3.8363 5.8285 -0.1812  -0.23
H1 5.7600 3.0574 -0.5259  0.25
H2 3.9130 6.9072 -0.1432  0.25
C7 -5.7558 1.5161 0.9248  -0.63
C8 -4.4740 1.5097 0.1250  0.00
C9 -3.9061 0.3228 -0.3075  -0.25
C10 -2.7430 0.2938 -1.0821  0.08
C11 -2.1996 -1.0476 -1.5215  -0.65
C12 -2.1327 1.5123 -1.4405  -0.30
Se1 -0.6067 1.5111 -2.5868  -0.34
C13 -2.6784 2.7324 -0.9792  -0.02
C14 -2.0500 4.0713 -1.2859  -0.64
C15 -3.8358 2.6994 -0.2072  -0.22
H3 -6.0131 0.5149 1.2714  0.21
H4 -6.5890 1.8820 0.3215  0.22
H5 -5.6817 2.1666 1.7990  0.22
H6 -4.3833 -0.6188 -0.0447  0.20
H7 -2.7764 -1.8559 -1.0686  0.21
H8 -1.1564 -1.1908 -1.2557  0.22
H9 -2.2380 -1.1538 -2.6066  0.24
H10 -1.0160 4.1330 -0.9479  0.24
H11 -2.6166 4.8688 -0.8070  0.21
H12 -2.0194 4.2578 -2.3604  0.23
H13 -4.2571 3.6406 0.1406  0.21
C16 1.1120 -6.9331 1.0847  -0.63
C17 1.1002 -5.4275 0.9497  0.04
C18 0.1861 -4.6466 1.6382  -0.24
C19 0.1235 -3.2616 1.4907  0.08
C20 -0.9331 -2.5529 2.3210  -0.63
C21 1.0206 -2.6432 0.5980  -0.25
C22 1.9844 -3.4086 -0.0822  0.16
C23 3.0310 -2.8099 -0.9960  -0.65
C24 2.0062 -4.7822 0.1115  -0.27
C25 0.8869 -1.1924 0.3148  0.78
O2 0.3363 -0.4244 1.1777  -0.78
O3 1.2692 -0.6754 -0.8025  -0.80
H14 0.4071 -7.2736 1.8429  0.22
H15 2.1065 -7.2946 1.3550  0.22
H16 0.8422 -7.4125 0.1410  0.23
H17 -0.5164 -5.1242 2.3161  0.21
H18 -1.6793 -3.2802 2.6396  0.21
H19 -1.4305 -1.7477 1.7918  0.24
H20 -0.4889 -2.1086 3.2141  0.23
H21 3.4683 -1.9039 -0.5787  0.22
H22 2.6115 -2.5422 -1.9649  0.24
H23 3.8291 -3.5349 -1.1511  0.21
H24 2.7585 -5.3685 -0.4092  0.21


Record 2
Here is C25H24Cl4NO2PdSi as an isolated structure in a non-equilibrium geometry from OMol25. Energies are from ωB97M-V/def2-TZVPD.

As for the energy above the lowest of the compared OMol25 structures with the same formula, charge and spin: 66.7 kJ/mol. As for the net charge: -1. For the lowest unoccupied orbital energy, the calculation gives 2.4 eV. As for the spin multiplicity: 1. The value obtained for the gap between HOMO and LUMO is 6.20 eV. The total energy comes out at -93349.482 eV. Its strongest force on any atom is 2.73 eV/A.

Each line ends with the natural charge from an NBO analysis.
Positions of all 58 atoms, in Å:
Pd1 -0.1184 0.1062 -1.5302  0.84
C1 -0.6704 -1.8175 -1.0030  -1.13
Si1 -0.6764 -1.4194 0.7889  1.61
C2 1.0576 -0.7854 1.1591  -0.68
N1 1.3326 0.3379 0.2126  -0.45
C3 2.7382 0.4208 -0.1973  -0.23
C4 3.6638 0.7898 0.9678  -0.42
C5 3.0473 1.9047 1.8359  -0.41
C6 1.9634 2.6321 1.0484  -0.41
C7 0.8303 1.6686 0.7011  -0.23
C8 -1.8986 -0.0614 1.2852  -0.49
C9 -2.5554 0.7314 0.3380  -0.18
C10 -3.4073 1.7594 0.7235  -0.22
C11 -3.6243 2.0165 2.0691  -0.22
C12 -2.9781 1.2467 3.0278  -0.24
C13 -2.1285 0.2221 2.6357  -0.16
C14 -1.0842 -2.9290 1.8701  -0.38
C15 -2.2632 -3.0600 2.6090  -0.22
C16 -2.5820 -4.2454 3.2615  -0.22
C17 -1.7341 -5.3396 3.1726  -0.22
C18 -0.5644 -5.2403 2.4305  -0.21
C19 -0.2501 -4.0505 1.7905  -0.23
H1 -1.6297 -2.0835 -1.4445  0.23
H2 0.1166 -2.5028 -1.3198  0.22
H3 1.7616 -1.5926 0.9319  0.22
H4 1.2248 -0.5041 2.2066  0.20
H5 2.7972 1.1618 -0.9946  0.25
H6 3.0303 -0.5383 -0.6257  0.21
H7 4.6186 1.1115 0.5470  0.21
H8 3.8618 -0.0931 1.5800  0.20
H9 3.8176 2.6024 2.1684  0.21
H10 2.5967 1.4748 2.7360  0.19
H11 2.3870 3.0494 0.1316  0.22
H12 1.5501 3.4642 1.6214  0.21
H13 0.2082 2.1317 -0.0607  0.24
H14 0.2135 1.4953 1.5832  0.20
H15 -2.4096 0.5408 -0.7182  0.23
H16 -3.9000 2.3604 -0.0307  0.21
H17 -4.2936 2.8132 2.3705  0.20
H18 -3.1337 1.4498 4.0808  0.20
H19 -1.6203 -0.3593 3.3997  0.20
H20 -2.9504 -2.2247 2.6685  0.21
H21 -3.4986 -4.3167 3.8349  0.20
H22 -1.9873 -6.2680 3.6700  0.20
H23 0.0952 -6.0954 2.3430  0.20
H24 0.6613 -3.9936 1.2019  0.20
Cl1 0.4670 1.7696 -8.1746  -0.01
C20 0.5876 1.8165 -6.4430  -0.11
C21 1.5012 2.6517 -5.8315  -0.12
Cl2 2.5207 3.6893 -6.7791  -0.01
C22 1.5909 2.6531 -4.4316  -0.14
Cl3 2.7189 3.6996 -3.6159  -0.03
C23 0.7954 1.8359 -3.6357  0.25
O1 0.8606 1.8219 -2.3349  -0.81
C24 -0.1403 0.9660 -4.2637  0.33
O2 -0.8749 0.1781 -3.5211  -0.76
C25 -0.2336 0.9962 -5.6534  -0.17
Cl4 -1.4086 -0.0492 -6.3939  -0.02


Record 3
Here is C25H24ClF10N4PW as an isolated structure from OMol25. Energies are from ωB97M-V/def2-TZVPD.

As for the energy above the lowest of the compared OMol25 structures with the same formula, charge and spin: 0.0 kJ/mol. As for the net charge: +2. For the lowest unoccupied orbital energy (alpha / beta), the calculation gives -7.3 / -7.3 eV. As for the spin multiplicity: 1. The value obtained for the gap between HOMO and LUMO (alpha / beta) is 6.98 / 6.96 eV. The total energy comes out at -83071.084 eV. Its strongest force on any atom is 0.20 eV/A.

Each line ends with the natural charge from an NBO analysis.
Positions of all 66 atoms, in Å:
W1 -0.2241 -0.4467 0.2712  1.39
C1 -0.7817 -3.4309 0.1829  -0.46
N1 -1.4528 -2.2545 0.8015  -0.44
C2 -1.4723 -2.4332 2.2711  -0.22
C3 -0.0560 -2.2082 2.7738  -0.23
N2 0.5068 -1.1652 1.9085  -0.65
C4 1.7934 -0.6485 2.2339  -0.06
C5 1.9526 0.3859 3.1544  0.39
F1 0.8727 0.9138 3.7345  -0.30
C6 3.2016 0.8622 3.5057  0.27
F2 3.3216 1.8532 4.3686  -0.25
C7 4.3326 0.2820 2.9435  0.34
F3 5.5241 0.7305 3.2607  -0.24
C8 4.2081 -0.7698 2.0406  0.28
F4 5.2845 -1.3113 1.5020  -0.25
C9 2.9484 -1.2248 1.7038  0.34
F5 2.8301 -2.2234 0.8246  -0.29
C10 -2.8019 -2.0804 0.2260  -0.22
C11 -2.6185 -1.6296 -1.2129  -0.24
N3 -1.4181 -0.7773 -1.2432  -0.67
C12 -0.9960 -0.3828 -2.5464  -0.04
C13 -1.7098 0.5478 -3.2945  0.37
F6 -2.8202 1.0810 -2.7803  -0.30
C14 -1.2798 0.9602 -4.5432  0.28
F7 -1.9653 1.8588 -5.2237  -0.25
C15 -0.1034 0.4378 -5.0668  0.32
F8 0.3319 0.8437 -6.2406  -0.25
C16 0.6220 -0.5033 -4.3465  0.27
F9 1.7513 -0.9903 -4.8337  -0.26
C17 0.1591 -0.9110 -3.1098  0.36
F10 0.8769 -1.8085 -2.4126  -0.30
H1 -1.3419 -4.3401 0.4101  0.23
H2 0.2299 -3.5281 0.5728  0.23
H3 -0.7205 -3.3089 -0.8952  0.23
H4 -1.8467 -3.4243 2.5379  0.23
H5 -2.1434 -1.6868 2.6886  0.22
H6 0.5613 -3.1081 2.7235  0.22
H7 -0.0615 -1.8747 3.8133  0.24
H8 -3.3091 -1.3128 0.8114  0.21
H9 -3.3836 -3.0038 0.2867  0.23
H10 -3.4910 -1.0739 -1.5606  0.24
H11 -2.4821 -2.4741 -1.8922  0.22
Cl1 0.6402 4.0278 -3.2213  0.10
C18 1.3702 2.7018 -2.4176  -0.07
C19 2.6711 2.3034 -2.6996  -0.12
C20 3.1745 1.1949 -2.0369  -0.21
C21 2.3700 0.5176 -1.1437  0.05
N4 1.1175 0.9175 -0.8455  -0.53
C22 0.6412 2.0070 -1.4724  0.04
H12 3.2636 2.8442 -3.4259  0.27
H13 4.1750 0.8363 -2.2334  0.26
H14 2.7120 -0.3913 -0.6695  0.22
H15 -0.3681 2.3140 -1.2416  0.22
C23 -2.2321 1.0227 2.8712  -0.95
P1 -1.4325 1.4274 1.2957  1.08
C24 -2.8168 1.9682 0.2545  -0.93
C25 -0.5255 2.9560 1.6657  -0.96
H16 -2.6565 1.9316 3.3005  0.27
H17 -1.5182 0.6025 3.5762  0.26
H18 -3.0440 0.3162 2.7007  0.24
H19 -3.3867 2.7212 0.8015  0.27
H20 -3.4670 1.1245 0.0268  0.25
H21 -2.4802 2.4019 -0.6849  0.26
H22 -1.2124 3.6781 2.1100  0.27
H23 -0.1003 3.3957 0.7652  0.25
H24 0.2761 2.7593 2.3751  0.26


Record 4
Here is C25H24CoN4S3 as an isolated structure from OMol25. Energies are from ωB97M-V/def2-TZVPD.

As for the energy above the lowest of the compared OMol25 structures with the same formula, charge and spin: 0.0 kJ/mol. As for the net charge: +1. For the lowest unoccupied orbital energy (alpha / beta), the calculation gives -3.6 / -5.5 eV. As for the spin multiplicity: 5. The value obtained for the gap between HOMO and LUMO (alpha / beta) is 6.27 / 5.63 eV. The total energy comes out at -102401.194 eV. Its strongest force on any atom is 0.09 eV/A.

Each line ends with the Mulliken spin population.
Positions of all 57 atoms, in Å:
Co1 -1.3686 1.1326 0.8684  2.07
C1 -5.8844 -1.1804 -0.2606  -0.01
S1 -4.7511 -0.8577 -1.6167  0.21
C2 -3.4769 -0.0195 -0.8480  0.12
S2 -3.4426 0.3773 0.8386  0.08
N1 -2.4968 0.3461 -1.6839  0.26
N2 -1.4547 0.8163 -1.0554  0.33
C3 -0.5837 1.6014 -1.8334  0.33
C4 0.0604 2.6072 -1.1269  0.15
C5 0.9767 3.5188 -1.6957  0.17
C6 1.5382 4.4897 -0.9037  -0.03
C7 1.1934 4.5600 0.4476  0.20
C8 0.2952 3.6358 0.9593  0.00
N3 -0.2574 2.6838 0.2156  0.18
H1 -6.7193 -1.7209 -0.7009  0.00
H2 -6.2401 -0.2483 0.1726  0.01
H3 -5.4090 -1.7963 0.4991  0.01
H4 -0.4946 1.4308 -2.8968  0.00
H5 1.2166 3.4386 -2.7468  0.01
H6 2.2391 5.1975 -1.3249  0.00
H7 1.6117 5.3137 1.0978  0.01
H8 0.0080 3.6513 2.0031  0.01
C9 1.6966 -4.1823 -2.7578  0.00
C10 1.9486 -2.6728 -2.6362  0.00
C11 0.8805 -1.9367 -3.4453  -0.01
C12 3.3235 -2.3315 -3.2276  0.00
C13 1.9228 -2.2777 -1.1616  -0.01
C14 2.8567 -2.8551 -0.2764  0.00
C15 2.8860 -2.5545 1.0665  0.00
C16 1.9536 -1.6408 1.5516  0.00
S3 1.7179 -1.0658 3.1731  0.01
C17 0.4232 -0.0853 2.6243  0.01
N4 0.1724 -0.1623 1.3405  0.05
C18 1.0248 -1.0509 0.6975  -0.02
C19 1.0065 -1.3742 -0.6598  0.06
C20 -0.3978 0.7981 3.4521  -0.01
C21 -0.2191 0.9795 4.8183  -0.01
C22 -1.0616 1.8415 5.5042  0.01
C23 -2.0726 2.5114 4.8294  -0.02
C24 -2.2532 2.3289 3.4592  -0.01
C25 -1.4133 1.4754 2.7661  -0.17
H9 1.7100 -4.4786 -3.8080  0.00
H10 0.7250 -4.4506 -2.3393  0.00
H11 2.4600 -4.7631 -2.2394  0.00
H12 0.9389 -2.2478 -4.4887  0.00
H13 1.0307 -0.8543 -3.4152  0.00
H14 -0.1278 -2.1606 -3.0903  0.00
H15 3.3534 -2.6081 -4.2827  0.00
H16 4.1280 -2.8658 -2.7220  0.00
H17 3.5269 -1.2617 -3.1487  0.00
H18 3.5772 -3.5660 -0.6582  0.00
H19 3.6106 -3.0182 1.7219  0.00
H20 0.2605 -0.9209 -1.2934  -0.01
H21 0.5684 0.4551 5.3472  0.00
H22 -0.9324 1.9873 6.5678  0.00
H23 -2.7314 3.1770 5.3718  0.00
H24 -3.0536 2.8535 2.9508  0.00